No. 1
This record from the OMol25 dataset describes 6 unconnected molecules or ions with the total composition C24H58BBrO14 at a distorted geometry. The level of theory is ωB97M-V/def2-TZVPD.

Results
SMILES = C[C@@](Br)(CB(O)O)OC=O.COCCOC.COCCOC.COCCOC.COCCOC.COCCOC
HOMO-LUMO gap = 0.3569 Eh
2S+1 = 1
relative energy (zero: lowest compared OMol25 entry of this formula, charge and spin) = 49.7 kJ/mol

Geometry as XYZ:
```
98
C24H58BBrO14 (ωB97M-V/def2-TZVPD)
C -2.02 -1.94 5.40
C -2.84 -2.45 6.57
Br -2.23 -1.40 8.14
C -4.32 -2.13 6.42
B -5.09 -3.03 5.34
O -6.17 -3.75 5.71
O -4.72 -3.14 4.05
O -2.63 -3.81 6.91
C -1.97 -4.60 6.02
O -2.41 -5.01 5.04
H -2.34 -2.35 4.45
H -0.97 -2.07 5.59
H -2.19 -0.88 5.36
H -4.74 -2.36 7.39
H -4.40 -1.08 6.23
H -6.20 -3.78 6.67
H -4.35 -2.32 3.70
H -0.96 -4.89 6.35
C -3.86 -2.43 0.88
O -2.78 -2.42 1.80
C -1.95 -3.57 1.70
C -0.69 -3.28 0.90
O -0.97 -2.97 -0.45
C -0.97 -1.58 -0.72
H -4.26 -1.42 0.82
H -3.53 -2.73 -0.12
H -4.64 -3.11 1.22
H -2.50 -4.40 1.26
H -1.66 -3.85 2.71
H -0.06 -4.18 0.91
H -0.12 -2.47 1.37
H 0.06 -1.21 -0.80
H -1.50 -1.01 0.04
H -1.46 -1.42 -1.68
C 3.99 1.93 -4.59
O 4.13 0.51 -4.54
C 4.00 -0.02 -3.23
C 2.62 -0.57 -2.97
O 1.63 0.45 -3.00
C 0.93 0.51 -4.23
H 3.81 2.21 -5.62
H 3.16 2.28 -3.98
H 4.92 2.40 -4.25
H 4.26 0.74 -2.48
H 4.73 -0.83 -3.14
H 2.60 -1.02 -1.97
H 2.38 -1.36 -3.69
H 0.19 -0.29 -4.29
H 1.61 0.44 -5.08
H 0.42 1.47 -4.27
C 3.78 -6.47 -6.72
O 4.67 -5.40 -6.97
C 4.01 -4.17 -7.25
C 3.96 -3.27 -6.03
O 3.16 -3.83 -4.99
C 3.94 -4.46 -3.99
H 4.35 -7.27 -6.25
H 2.96 -6.18 -6.06
H 3.36 -6.84 -7.66
H 3.00 -4.35 -7.63
H 4.58 -3.67 -8.03
H 3.49 -2.32 -6.32
H 4.96 -3.05 -5.67
H 4.38 -3.71 -3.32
H 4.74 -5.07 -4.42
H 3.28 -5.10 -3.41
C -5.44 4.07 7.87
O -4.06 4.38 7.72
C -3.20 3.39 8.27
C -2.65 2.46 7.21
O -3.68 1.68 6.61
C -4.10 2.20 5.36
H -6.00 4.71 7.19
H -5.65 3.02 7.63
H -5.76 4.27 8.90
H -3.72 2.82 9.05
H -2.36 3.92 8.74
H -1.96 1.76 7.68
H -2.10 3.03 6.45
H -3.38 1.94 4.58
H -4.24 3.28 5.39
H -5.06 1.73 5.11
C 1.77 5.53 -3.82
O 2.89 5.45 -4.69
C 2.77 6.28 -5.83
C 3.54 7.57 -5.67
O 3.01 8.39 -4.64
C 3.73 8.29 -3.42
H 2.06 5.10 -2.86
H 1.44 6.56 -3.66
H 0.93 4.94 -4.22
H 1.71 6.48 -6.05
H 3.18 5.73 -6.68
H 3.46 8.14 -6.60
H 4.60 7.37 -5.50
H 4.65 8.87 -3.48
H 3.97 7.25 -3.17
H 3.10 8.70 -2.63
```

---

No. 2
This record from the OMol25 dataset describes CH3IN2O in the gas phase at a distorted geometry. The level of theory is ωB97M-V/def2-TZVPD.

Results
HOMO-LUMO gap (spin up / spin down) = 0.2937 / 0.2810 Eh
2S+1 = 1
relative energy (zero: lowest compared OMol25 entry of this formula, charge and spin) = 489.4 kJ/mol

Geometry as XYZ:
```
8
CH3IN2O (ωB97M-V/def2-TZVPD)
C 2.02 -0.66 -0.28
N -2.51 0.68 0.31
N -1.57 -0.07 0.11
O -1.60 -1.17 -0.31
I 0.77 1.01 0.09
H 2.37 -0.59 -1.23
H 2.68 -0.73 0.60
H -2.16 1.54 0.72
```

---

No. 3
This record from the OMol25 dataset describes a molecular structure, C61H46CsN9O5 at a distorted geometry. The level of theory is ωB97M-V/def2-TZVPD.

Results
HOMO-LUMO gap = 0.1186 Eh
2S+1 = 1
charge = -2

Geometry as XYZ:
```
122
C61H46CsN9O5 (ωB97M-V/def2-TZVPD)
Cs -0.32 -0.27 -0.20
C 0.30 6.56 -4.81
C -0.75 6.37 -3.91
C -0.77 5.22 -3.11
C 0.39 4.45 -2.89
C 1.51 4.80 -3.71
C 1.46 5.77 -4.67
C 0.65 3.39 -1.88
C 1.16 2.17 -2.44
C 0.80 1.78 -3.80
C 1.70 0.82 -4.18
C 2.55 0.60 -2.99
C 3.48 -1.55 -1.86
C 4.67 -2.65 -2.07
C 4.54 -3.95 -1.48
C 5.36 -4.96 -1.81
C 6.42 -4.80 -2.70
C 6.69 -3.51 -3.15
C 5.84 -2.47 -2.79
C 3.59 -1.07 -0.44
N 2.96 -1.58 0.58
C 3.34 -0.87 1.71
C 2.66 -1.17 3.00
C 2.71 -2.51 3.64
C 3.91 -3.15 3.89
C 4.03 -4.31 4.65
C 2.82 -4.85 5.18
C 1.61 -4.35 4.83
C 1.58 -3.29 3.96
C 1.69 -0.25 3.43
C 0.77 -0.27 4.59
C -0.03 0.80 4.43
C 0.39 1.59 3.36
N 1.48 0.96 2.77
C -0.24 2.77 2.96
C -0.04 3.35 1.69
C -0.34 4.72 1.43
C -0.12 4.94 0.05
C 0.35 3.66 -0.50
N 0.36 2.71 0.54
C -1.26 3.35 3.89
C -1.05 3.64 5.28
C -2.08 4.26 6.08
C -3.19 4.78 5.40
C -3.45 4.51 4.03
C -2.48 3.82 3.28
C 4.16 0.23 1.35
C 4.30 0.13 -0.02
N 2.08 1.30 -1.92
H 0.22 7.34 -5.63
H -1.55 7.12 -3.91
H -1.74 4.92 -2.69
H 2.38 4.12 -3.57
H 2.31 5.98 -5.32
H 0.07 2.09 -4.44
H 1.76 0.41 -5.20
H 3.69 -4.11 -0.84
H 5.26 -5.93 -1.37
H 7.06 -5.66 -2.99
H 7.49 -3.33 -3.82
H 6.21 -1.50 -3.11
H 4.78 -2.72 3.47
H 5.04 -4.72 4.87
H 2.93 -5.66 5.88
H 0.63 -4.78 5.07
H 0.67 -3.05 3.43
H 0.83 -0.95 5.43
H -0.87 1.09 5.05
H -0.55 5.49 2.24
H -0.39 5.88 -0.52
H -0.08 3.36 5.72
H -2.00 4.19 7.15
H -3.79 5.56 5.82
H -4.40 4.76 3.60
H -2.76 3.59 2.23
H 4.45 1.03 2.04
H 4.94 0.76 -0.58
C -5.67 -1.78 -4.47
C -5.74 -0.41 -4.12
C -6.09 -0.10 -2.84
C -5.92 -1.05 -1.86
C -5.64 -2.38 -2.09
C -5.59 -2.78 -3.45
N -6.04 -0.57 -0.49
N -6.07 -1.45 0.41
C -5.92 -1.08 1.71
C -6.33 -1.90 2.80
C -6.28 -1.38 4.06
C -5.81 -0.08 4.28
C -5.38 0.64 3.17
N -5.42 0.18 1.91
H -5.59 -2.05 -5.52
H -5.50 0.36 -4.82
H -6.33 0.94 -2.50
H -5.55 -3.00 -1.17
H -5.55 -3.83 -3.74
H -6.55 -2.96 2.58
H -6.63 -2.02 4.94
H -5.78 0.29 5.28
H -5.03 1.70 3.31
O -0.20 -3.07 -1.68
C 0.57 -3.70 -2.71
C 1.80 -2.90 -2.98
C 2.38 -2.95 -4.28
C 3.25 -1.99 -4.89
C 3.87 -0.95 -4.27
C 3.68 -0.43 -2.92
N 2.13 -2.11 -1.98
H -0.79 -3.74 -1.29
H 0.09 -3.80 -3.68
H 0.98 -4.69 -2.43
H 2.13 -3.81 -4.88
H 3.55 -2.15 -5.94
H 4.52 -0.38 -4.94
H 4.59 0.17 -2.64
O -2.89 1.31 0.52
H -3.78 0.89 0.78
H -3.05 1.95 -0.21
O -0.92 -1.69 2.16
N -1.82 -2.49 1.57
O -2.29 -3.48 2.22
O -2.25 -2.19 0.44
```

---

No. 4
This record from the OMol25 dataset describes a molecular structure, C20H39Br2F3IO3PSb at a distorted geometry. The level of theory is ωB97M-V/def2-TZVPD.

Results
HOMO-LUMO gap = 0.2598 Eh
2S+1 = 1
charge = -1

Geometry as XYZ:
```
70
C20H39Br2F3IO3PSb (ωB97M-V/def2-TZVPD)
C 5.16 0.95 -0.38
C 4.67 -0.63 -0.20
C 3.84 -1.13 -1.53
C 3.18 -2.63 -1.41
C 2.43 -2.94 0.02
C 0.94 -3.59 -0.30
C -0.04 -3.68 1.01
C -0.73 -2.18 1.30
C -1.78 -1.71 0.12
Sb -1.79 0.53 -0.19
I -1.79 3.25 -0.67
C 0.41 0.55 -0.67
C 1.24 1.70 0.15
C 1.89 2.89 -0.82
F 1.45 3.13 -2.22
C 2.94 3.80 -0.25
F 3.85 4.46 -1.23
F 2.99 4.05 1.23
O -1.28 0.70 1.77
C -2.24 1.43 2.59
C -1.40 1.88 3.97
C -0.01 0.97 4.08
O -0.93 3.27 3.71
C -3.99 0.46 0.24
Br -4.88 2.26 0.25
C -4.83 -0.50 -0.85
C -5.60 0.36 -2.02
Br -6.31 -1.37 0.24
P -2.18 0.17 -2.62
C -1.46 1.62 -3.69
O -1.28 -1.24 -3.22
H 4.83 1.40 -1.43
H 6.33 1.07 -0.25
H 4.63 1.61 0.44
H 4.00 -0.66 0.77
H 5.64 -1.28 -0.09
H 4.65 -1.18 -2.41
H 3.00 -0.40 -1.88
H 2.36 -2.80 -2.26
H 4.03 -3.43 -1.64
H 2.29 -2.01 0.72
H 3.05 -3.78 0.56
H 1.08 -4.67 -0.72
H 0.46 -2.92 -1.14
H 0.60 -3.93 1.95
H -0.93 -4.43 0.90
H -1.35 -2.31 2.30
H 0.18 -1.46 1.48
H -2.86 -2.01 0.51
H -1.61 -2.30 -0.87
H 0.84 -0.50 -0.36
H 0.59 0.72 -1.83
H 0.65 2.26 0.98
H 2.16 1.16 0.68
H -3.09 0.70 3.00
H -2.65 2.43 2.15
H -2.07 1.79 4.93
H 0.78 1.30 3.26
H -0.25 -0.18 4.05
H 0.51 1.23 5.12
H -0.10 3.34 4.30
H -4.20 -0.06 1.29
H -4.18 -1.39 -1.24
H -6.69 0.70 -1.70
H -5.77 -0.41 -2.92
H -4.96 1.23 -2.49
H -1.54 1.23 -4.81
H -0.32 1.79 -3.49
H -2.12 2.59 -3.64
H -0.46 -1.26 -2.62
```

---

No. 5
This record from the OMol25 dataset describes a molecular structure, C4H5NO3 at a distorted geometry. The level of theory is ωB97M-V/def2-TZVPD.

Results
HOMO-LUMO gap = 0.3230 Eh
2S+1 = 1
relative energy (zero: lowest compared OMol25 entry of this formula, charge and spin) = 586.1 kJ/mol

Geometry as XYZ:
```
13
C4H5NO3 (ωB97M-V/def2-TZVPD)
C 0.08 -0.91 0.03
C 0.41 -0.28 -1.27
C 0.22 1.03 -1.81
C -0.22 2.09 -0.88
H -0.85 -2.08 1.62
H -0.32 0.67 1.37
H 0.47 -1.31 -2.10
H 0.43 1.40 -2.83
H -0.61 2.98 -1.25
N 0.07 -0.32 1.24
O 0.08 -1.37 2.13
O -0.05 -2.09 -0.15
O -0.35 2.08 0.29
```

---

No. 6
This record from the OMol25 dataset describes 9 unconnected molecules or ions with the total composition C12H42ClN2O14 at a distorted geometry. The level of theory is ωB97M-V/def2-TZVPD.

Results
HOMO-LUMO gap = 0.3383 Eh
2S+1 = 1
charge = -1
relative energy (zero: lowest compared OMol25 entry of this formula, charge and spin) = 0.0 kJ/mol

Geometry as XYZ:
```
71
C12H42ClN2O14 (ωB97M-V/def2-TZVPD)
Cl -3.56 -0.06 -0.14
O -3.03 -1.39 -0.33
O -3.15 0.79 -1.22
O -5.00 -0.15 -0.05
O -3.07 0.54 1.11
O -2.40 -0.57 3.83
H -2.55 0.38 3.92
H -2.47 -0.72 2.87
O -5.28 -2.61 2.27
H -4.63 -1.91 2.07
H -5.22 -2.75 3.22
O -4.93 2.38 -3.38
H -4.84 1.90 -4.21
H -4.62 1.77 -2.71
O -6.43 -3.76 -0.11
H -6.33 -2.80 -0.15
H -6.33 -3.95 0.82
O -2.82 -4.36 1.31
H -3.32 -4.16 0.51
H -3.44 -4.17 2.02
O -7.24 1.95 -0.35
H -6.54 1.30 -0.17
H -7.05 2.68 0.24
C 2.20 3.04 -0.79
O 2.13 3.92 0.31
C 3.09 3.73 1.31
C 2.66 2.76 2.43
N 2.56 1.41 1.91
C 2.55 0.34 2.88
C 2.38 -1.05 2.23
O 1.55 -1.19 1.13
C 0.17 -0.94 1.38
H 1.82 2.07 -0.48
H 3.24 2.91 -1.12
H 1.63 3.36 -1.66
H 3.22 4.72 1.76
H 4.06 3.36 0.98
H 1.69 3.08 2.85
H 3.48 2.79 3.15
H 1.84 1.30 1.22
H 1.69 0.42 3.57
H 3.49 0.36 3.45
H 2.06 -1.71 3.05
H 3.38 -1.38 1.93
H -0.13 0.07 1.70
H -0.18 -1.77 1.99
H -0.37 -1.00 0.43
C -0.66 2.45 -2.48
O 0.26 1.61 -3.12
C 0.41 0.36 -2.48
C 1.77 -0.17 -2.88
N 1.90 -1.65 -2.78
C 2.25 -2.07 -1.42
C 3.58 -1.60 -0.88
O 4.55 -1.84 -1.89
C 5.87 -1.83 -1.46
H -1.72 2.24 -2.64
H -0.59 3.46 -2.90
H -0.47 2.53 -1.41
H -0.37 -0.34 -2.81
H 0.24 0.42 -1.40
H 2.48 0.46 -2.33
H 1.98 0.07 -3.93
H 2.70 -1.81 -3.40
H 2.15 -3.16 -1.42
H 1.41 -1.83 -0.77
H 3.86 -2.15 0.02
H 3.60 -0.54 -0.57
H 6.14 -0.95 -0.86
H 6.52 -1.91 -2.33
H 6.13 -2.70 -0.83
```